(1)
# C50H40INO2P2PtS

A structure of composition C50H40INO2P2PtS (the ωB97M-V functional and the def2-TZVPD basis, the OMol25 dataset).

Relative energy (zero: lowest compared OMol25 entry of this formula, charge and spin) (kJ/mol): 39.39
Highest occupied orbital energy (eV): -18.1
Total charge: +4
Calculated total energy (eV): -98807.830
LUMO energy (eV): -12.7984
Gap between HOMO and LUMO (eV): 5.258

CARTESIAN COORDINATES (ANGSTROEM)
1 Pt -0.19839 -0.14956 -1.05013
2 O 1.29026 -0.08800 1.19532
3 S -0.26636 -0.41054 1.21326
4 C -1.02999 0.52673 2.37570
5 C -1.13270 0.01901 3.68907
6 C -1.67385 0.75971 4.72621
7 C -2.08874 2.05101 4.45912
8 C -2.69217 3.08390 5.35953
9 C -2.78405 4.36732 4.49728
10 C -2.29485 3.94678 3.13861
11 C -2.14750 4.65228 1.96842
12 C -1.65317 3.97152 0.85411
13 C -1.25982 2.62799 0.87680
14 P -0.76820 2.05523 -0.73448
15 C 0.71523 2.89343 -1.23957
16 C 1.02342 3.01703 -2.60595
17 C 2.17479 3.67838 -2.99338
18 C 3.03591 4.19530 -2.02873
19 C 2.75050 4.05277 -0.67428
20 C 1.59380 3.40652 -0.27464
21 C -2.09733 2.34504 -1.86683
22 C -2.03765 3.37526 -2.82257
23 C -3.13856 3.62356 -3.62093
24 C -4.28492 2.84421 -3.49776
25 C -4.35128 1.82756 -2.54997
26 C -3.26604 1.57367 -1.73331
27 C -1.39233 1.88806 2.07089
28 C -1.91692 2.59173 3.16796
29 C -0.38514 -2.07021 1.60013
30 C -1.52122 -2.64572 2.17659
31 C -1.54980 -3.99378 2.53007
32 C -0.43411 -4.77305 2.27580
33 C -0.14510 -6.22140 2.55362
34 C 1.26770 -6.47592 1.95729
35 C 1.68705 -5.14856 1.37855
36 C 2.81644 -4.75204 0.70138
37 C 2.89167 -3.42440 0.24527
38 C 1.89212 -2.48625 0.49237
39 P 2.01973 -0.87494 -0.24248
40 C 3.60427 -0.12055 -0.17456
41 C 4.06682 0.48937 1.00576
42 C 5.37174 0.93852 1.06744
43 C 6.21886 0.78625 -0.02602
44 C 5.76974 0.17987 -1.19142
45 C 4.46455 -0.27054 -1.27855
46 C 1.56868 -1.16120 -1.98467
47 C 1.74039 -0.10969 -2.93396
48 C 1.45952 -0.33857 -4.27012
49 C 0.99637 -1.58884 -4.68065
50 C 0.78105 -2.61068 -3.76075
51 C 1.03713 -2.40243 -2.41607
52 C 0.74089 -2.86929 1.21848
53 C 0.66968 -4.20594 1.61598
54 H -0.74816 -0.96452 3.91286
55 H -1.73968 0.32919 5.71681
56 H -2.10037 3.21607 6.26655
57 H -3.67620 2.74662 5.69556
58 H -2.16439 5.17295 4.89474
59 H -3.79743 4.76698 4.44656
60 H -2.39919 5.70184 1.89172
61 H -1.56271 4.53153 -0.07137
62 H 0.35322 2.62199 -3.35951
63 H 2.39822 3.81104 -4.04442
64 H 3.92811 4.72648 -2.33551
65 H 3.41949 4.47039 0.06668
66 H 1.36106 3.32004 0.77976
67 H -1.16777 4.01116 -2.90555
68 H -3.10993 4.43634 -4.33457
69 H -5.13818 3.04455 -4.13309
70 H -5.25947 1.24892 -2.44460
71 H -3.32104 0.80104 -0.97823
72 H -2.39286 -2.03542 2.37386
73 H -2.43126 -4.40075 3.00779
74 H -0.90886 -6.86178 2.10761
75 H -0.18354 -6.42026 3.62661
76 H 1.25627 -7.24943 1.18800
77 H 1.97885 -6.81585 2.71120
78 H 3.63379 -5.43318 0.50399
79 H 3.77743 -3.12385 -0.30609
80 H 3.42301 0.60076 1.86444
81 H 5.73757 1.40357 1.97325
82 H 7.24209 1.13448 0.03494
83 H 6.44086 0.04991 -2.03003
84 H 4.13887 -0.76185 -2.18428
85 H 2.16528 0.83169 -2.61599
86 H 1.63490 0.44031 -5.00171
87 H 0.80621 -1.76792 -5.73221
88 H 0.42159 -3.57668 -4.09385
89 H 0.88244 -3.20086 -1.70267
90 N -4.45600 -2.18313 -0.91437
91 C -3.18822 -2.07425 -1.29546
92 O -2.40321 -1.28666 -0.72596
93 C -2.73799 -2.94688 -2.42749
94 I -1.81843 -4.69197 -1.61217
95 H -4.79955 -1.64433 -0.13462
96 H -5.09288 -2.82716 -1.35773
97 H -1.98856 -2.43443 -3.02245
98 H -3.55153 -3.29261 -3.05819

(2)
# C50H40N6OPd

A structure of composition C50H40N6OPd (the ωB97M-V functional and the def2-TZVPD basis, the OMol25 dataset).

Expectation value of S²: 2.11
Relative energy (zero: lowest compared OMol25 entry of this formula, charge and spin) (kJ/mol): 35.46
Highest occupied orbital energy (spin up / spin down) (eV): -5.4 / -7.1
Calculated total energy (eV): -66967.557
LUMO energy (spin up / spin down) (eV): -0.6914 / -2.1221
2S+1: 3
Gap between HOMO and LUMO (spin up / spin down) (eV): 4.722 / 4.998

CARTESIAN COORDINATES (ANGSTROEM)
1 Pd -0.91099 -0.05699 0.56815
2 C 0.09957 -7.58714 1.48832
3 C 1.14224 -6.90857 0.88241
4 C 1.09580 -5.53062 0.73946
5 C 0.00408 -4.81898 1.21937
6 C -1.02948 -5.50764 1.84962
7 C -0.98055 -6.87981 1.98195
8 C -0.18519 -3.35769 1.03613
9 C 0.12615 -2.47364 2.06795
10 C 0.63885 -2.84907 3.35399
11 C 0.79962 -1.70921 4.06746
12 C 0.41499 -0.62100 3.20974
13 N -0.00357 -1.11361 2.01627
14 C 0.51534 0.72761 3.55485
15 C 0.17676 1.78466 2.68125
16 C 0.47743 3.16347 2.91961
17 C 0.01818 3.86190 1.84447
18 C -0.58545 2.91143 0.96460
19 C -1.32901 3.24484 -0.17230
20 C -1.50884 4.68840 -0.46977
21 C -2.58165 5.37456 0.09338
22 C -2.75929 6.72405 -0.15398
23 C -1.87947 7.39769 -0.98597
24 C -0.81791 6.71681 -1.55794
25 C -0.62338 5.37140 -1.29188
26 C -2.03157 2.33001 -0.95831
27 N -2.08565 0.97825 -0.72160
28 C -3.02011 0.45939 -1.54331
29 C -3.39813 -0.91496 -1.62423
30 C -4.77124 -1.25461 -1.88405
31 C -5.78295 -0.30049 -1.62056
32 C -7.11930 -0.60151 -1.75121
33 C -7.52455 -1.86021 -2.17278
34 C -6.55712 -2.82407 -2.41522
35 C -5.21726 -2.53776 -2.26369
36 C -2.38777 -1.91330 -1.31673
37 C -2.15105 -3.15063 -1.96205
38 C -1.23068 -3.82971 -1.20198
39 C -0.89538 -2.98526 -0.11766
40 N -1.57213 -1.79566 -0.24973
41 C -3.54008 1.49336 -2.38233
42 C -2.91657 2.65408 -2.02943
43 N -0.45203 1.65559 1.49392
44 C 0.89936 1.05037 4.95155
45 C 2.19556 0.96388 5.44991
46 C 2.45098 1.23314 6.78574
47 C 1.42364 1.57972 7.64647
48 C 0.12901 1.66058 7.15998
49 C -0.12714 1.40357 5.82546
50 H 0.12585 -8.66111 1.58922
51 H 1.99008 -7.46464 0.51417
52 H 1.90719 -5.00948 0.25319
53 H -1.87637 -4.95226 2.22595
54 H -1.79322 -7.39699 2.46739
55 H 0.82845 -3.85853 3.66159
56 H 1.16220 -1.60017 5.07126
57 H 0.98822 3.53701 3.78627
58 H 0.06016 4.92074 1.66573
59 H -3.27296 4.83150 0.72263
60 H -3.58473 7.25731 0.29715
61 H -2.02918 8.44776 -1.19210
62 H -0.14083 7.23468 -2.22100
63 H 0.20904 4.83661 -1.72597
64 H -5.50581 0.67901 -1.26519
65 H -7.86400 0.14054 -1.50014
66 H -8.57095 -2.08998 -2.31627
67 H -6.86197 -3.81827 -2.71600
68 H -4.50991 -3.32590 -2.44893
69 H -2.57658 -3.46853 -2.89219
70 H -0.82266 -4.80623 -1.37385
71 H -4.25451 1.32747 -3.16487
72 H -3.06134 3.63402 -2.44578
73 H 3.00978 0.69154 4.79432
74 H 3.45986 1.17316 7.16789
75 H 1.63178 1.78321 8.68846
76 H -0.68406 1.92978 7.82002
77 H -1.13777 1.46253 5.44854
78 C 0.39187 -0.23645 -2.13042
79 N 1.54541 0.62843 -2.14880
80 C 2.11484 0.95425 -3.43383
81 C 2.67594 2.36531 -3.38107
82 C 3.69263 2.43092 -2.25146
83 N 3.09618 1.95513 -1.02295
84 C 3.73702 2.34545 0.21035
85 C 2.08169 1.04551 -0.96835
86 O 1.65647 0.63234 0.10996
87 H -0.39930 0.18954 -2.75799
88 H 0.02027 -0.30504 -1.06579
89 H 0.63690 -1.23323 -2.50941
90 H 1.32042 0.88298 -4.18128
91 H 2.90386 0.23555 -3.70320
92 H 1.86124 3.05881 -3.17227
93 H 3.12760 2.63750 -4.33284
94 H 4.01731 3.46603 -2.09442
95 H 4.58354 1.83466 -2.50768
96 H 3.71502 3.43071 0.33728
97 H 4.77891 2.01268 0.22473
98 H 3.19236 1.88030 1.02972